(1)
The following is a quantum chemistry calculation of a molecular structure, C13H24F4INO3Ti, from the OMol25 dataset.

Properties
Largest force on an atom ... 0.0572 Eh/bohr
Frontier orbital gap (spin up / spin down) ... 6.526 / 6.008 eV
<S²> ... 0.8554
E ... -63574.5070 eV
2S+1 ... 2
Net charge ... +1

Last column: Löwdin charge in e.
Geometry (Å):
N (0.63712, -2.34819, 1.73466)  0.0737
C (0.93395, -1.26746, 0.77495)  -0.3642
C (1.89582, -1.85203, -0.38479)  -0.1265
C (2.53718, -3.26748, -0.03553)  -0.1817
C (1.61330, -4.50910, -0.48259)  -0.1599
F (0.35351, -4.08036, -1.02815)  -0.1095
O (-0.21102, -0.69493, 0.10718)  -0.1092
C (-1.29506, -0.39084, 0.99544)  -0.2839
C (-0.94713, 0.62641, 2.17618)  -0.1419
O (0.11840, 1.54868, 1.90226)  -0.1594
C (-0.16857, 2.40747, 0.79115)  -0.2166
C (0.81583, 3.67280, 0.79876)  -0.1314
C (1.07137, 4.09318, -0.74302)  -0.2855
C (2.51962, 3.59584, -1.20962)  -0.6813
I (2.54706, 2.72122, -3.22144)  0.8241
C (-2.50885, 0.15980, 0.08149)  -0.0602
C (-2.83984, -0.78693, -1.15031)  -0.2178
O (-3.67343, -0.06558, -2.10373)  -0.0366
C (-3.65999, -2.09691, -0.76628)  -0.4044
F (-4.73074, -1.81412, 0.08941)  0.0974
F (-4.14014, -2.64871, -1.97101)  0.0900
F (-2.79828, -3.04479, -0.21192)  0.0908
H (-0.20784, -2.87508, 1.49549)  0.0914
H (0.59885, -2.00018, 2.70471)  0.0883
H (1.56448, -0.47341, 1.31072)  0.1547
H (2.78102, -1.13347, -0.52038)  0.1058
H (1.31121, -1.82575, -1.35299)  0.1129
H (3.48282, -3.34856, -0.68135)  0.1065
H (2.88611, -3.37771, 1.03266)  0.1048
H (2.14316, -5.06885, -1.30997)  0.1147
H (1.42947, -5.16411, 0.43264)  0.1196
H (-1.73410, -1.32413, 1.49790)  0.1491
H (-0.63005, -0.01062, 3.07349)  0.1348
H (-1.89909, 1.16145, 2.50727)  0.1418
H (0.02664, 1.86028, -0.19892)  0.1255
H (-1.26856, 2.69665, 0.77960)  0.1331
H (1.78580, 3.38781, 1.32681)  0.1265
H (0.25510, 4.50695, 1.32694)  0.1210
H (0.95155, 5.22775, -0.86924)  0.0992
H (0.28813, 3.63485, -1.43844)  0.0968
H (3.29677, 4.44283, -1.13609)  -0.0715
H (2.81946, 2.75023, -0.50132)  0.0779
H (-2.32536, 1.20032, -0.32194)  0.1073
H (-3.42531, 0.20679, 0.76005)  0.1401
H (-1.90998, -1.07802, -1.73586)  0.1689
H (-3.81569, 0.84609, -1.79232)  0.0907
Ti (3.52530, 5.79993, -2.53254)  0.8538

(2)
The following is a quantum chemistry calculation of C6H11N in the gas phase, from the OMol25 dataset.

Properties
SMILES ... C/C=C/C/C=C/N
Largest force on an atom ... 0.0465 Eh/bohr
Frontier orbital gap ... 7.070 eV
E ... -7886.2371 eV
2S+1 ... 1

Last column: Löwdin charge in e.
Geometry (Å):
C (-3.55754, -0.52036, 0.69591)  -0.1203
C (-2.18895, -0.94507, 0.25236)  -0.1762
C (-1.28406, -0.04482, -0.12828)  -0.1372
C (0.14034, -0.42386, -0.50559)  -0.2493
C (1.25436, 0.17802, 0.30107)  -0.1562
C (2.16383, 1.08148, -0.26355)  -0.1891
N (3.50772, 0.74021, -0.32560)  0.0346
H (-4.28385, -0.57825, -0.11597)  0.0695
H (-3.60857, 0.43571, 1.21136)  0.0695
H (-3.90656, -1.19885, 1.48512)  0.0647
H (-1.95281, -1.95157, -0.08081)  0.0998
H (-1.45350, 1.02027, -0.25261)  0.1079
H (0.34467, -0.06813, -1.52772)  0.1005
H (0.16413, -1.50937, -0.64680)  0.1049
H (1.31500, -0.01270, 1.37127)  0.0902
H (2.01372, 2.15524, -0.37716)  0.1140
H (3.88723, 0.95568, -1.23579)  0.0891
H (3.67987, -0.21974, -0.06762)  0.0835

(3)
The following is a quantum chemistry calculation of 5 unconnected molecules or ions with the total composition C2H13NO4, from the OMol25 dataset.

Properties
SMILES ... C=CN.O.O.O.O
Largest force on an atom ... 0.0583 Eh/bohr
Frontier orbital gap ... 9.435 eV
E ... -11963.9632 eV
2S+1 ... 1

Last column: Löwdin charge in e.
Geometry (Å):
C (-0.79359, -1.86946, -0.49738)  -0.0433
C (-0.81109, -1.28734, 0.72036)  -0.2834
N (-0.76257, 0.07322, 1.11322)  0.0110
H (-0.74330, -1.29169, -1.42982)  0.0601
H (-1.25724, -2.87064, -0.39823)  0.0621
H (-0.71031, -1.93760, 1.59455)  0.1039
H (0.10963, 0.61453, 0.76289)  0.0840
H (-0.79155, 0.18558, 2.11039)  0.0791
O (-2.22625, 2.06657, -0.47929)  -0.1157
H (-1.86255, 1.25372, -0.07601)  -0.0182
H (-3.13738, 1.70679, -0.79659)  0.1027
O (1.85182, 0.90244, 1.29007)  -0.0571
H (2.46349, 1.52815, 1.59529)  0.0209
H (2.35188, 0.42863, 0.57775)  0.0476
O (2.21423, -1.37995, -0.33167)  -0.0746
H (1.96895, -2.22918, 0.04515)  0.0444
H (1.36868, -1.02088, -0.68182)  0.0115
O (0.23743, 1.42657, -1.87330)  -0.0468
H (1.05753, 1.92105, -1.78875)  0.0441
H (-0.52779, 1.77950, -1.45681)  -0.0322

(4)
The following is a quantum chemistry calculation of 6 unconnected molecules or ions with the total composition C24H29ClF9O16, from the OMol25 dataset.

Properties
Largest force on an atom ... 0.0530 Eh/bohr
Frontier orbital gap ... 5.161 eV
E ... -95097.7487 eV
2S+1 ... 1
Net charge ... -1

Last column: Löwdin charge in e.
Geometry (Å):
C (4.06059, -1.78134, 0.07995)  -0.0836
C (3.09974, -0.68645, -0.53423)  -0.2783
O (2.58361, -1.21319, -1.75762)  -0.2028
C (1.16812, -0.99588, -1.87706)  -0.2290
C (0.33423, -1.81570, -0.79055)  -0.1882
C (0.74617, -3.32299, -0.98272)  -0.2387
C (0.05915, -4.32540, 0.01945)  -0.6583
C (0.04830, -5.76333, -0.68797)  -0.1447
Cl (1.00156, -4.55411, 1.57967)  0.5074
C (-1.15581, -1.56361, -1.13158)  -0.3479
F (-1.87640, -2.70919, -1.57861)  0.0029
F (-1.34003, -0.57082, -2.14993)  -0.0274
C (-1.90180, -0.93956, 0.16388)  -0.2051
F (-1.03523, -0.67945, 1.20794)  0.0317
F (-2.49417, 0.30468, -0.20191)  -0.0322
H (4.97161, -1.30367, 0.52221)  0.0585
H (3.54868, -2.43366, 0.83156)  0.0587
H (4.38437, -2.44990, -0.76228)  0.0747
H (2.31183, -0.33743, 0.18245)  0.0972
H (3.71179, 0.23483, -0.79124)  0.1075
H (0.99749, 0.11673, -1.78498)  0.1042
H (0.88231, -1.36375, -2.90870)  0.1058
H (0.61612, -3.59419, -2.06727)  0.1029
H (1.85315, -3.37679, -0.77096)  0.0946
H (-0.96755, -4.00268, 0.31493)  0.0800
H (0.34280, -5.67516, -1.77016)  0.0657
H (0.79595, -6.44075, -0.20997)  0.0441
H (-0.96041, -6.24560, -0.65518)  0.0649
H (-2.75373, -1.57538, 0.51912)  0.1380
C (-1.20753, 3.27195, 0.38135)  -0.0512
C (0.17359, 2.75969, 0.56086)  -0.3167
O (0.87940, 3.89213, 1.04673)  0.1249
C (-0.04427, 4.63564, 1.71401)  -0.5554
O (0.22729, 5.51180, 2.47754)  0.1472
O (-1.31154, 4.24767, 1.41805)  0.0804
F (0.71829, 2.38698, -0.62263)  0.0829
H (-1.35478, 3.75542, -0.58799)  0.1494
H (-1.95189, 2.48710, 0.50273)  0.1277
H (0.25067, 1.94531, 1.27641)  0.1374
C (0.34698, 2.54289, 5.09028)  -0.0516
C (1.76483, 2.23421, 5.46028)  -0.3177
O (2.05637, 1.08626, 4.68414)  0.1506
C (1.27952, 1.18429, 3.57107)  -0.5228
O (1.44826, 0.54803, 2.57758)  0.1796
O (0.28909, 2.10935, 3.73396)  0.0580
F (1.87172, 1.90858, 6.77633)  0.0697
H (-0.37528, 1.97820, 5.68522)  0.1470
H (0.11477, 3.60461, 5.17190)  0.1446
H (2.47089, 3.02595, 5.22011)  0.1483
C (-1.76251, -0.04683, -5.18155)  -0.0555
C (-0.95896, -1.04222, -5.96344)  -0.3184
O (-1.95330, -1.89333, -6.50754)  0.1367
C (-3.06633, -1.12286, -6.65127)  -0.5517
O (-4.00577, -1.42172, -7.31700)  0.1639
O (-2.96731, 0.03368, -5.94702)  0.0712
F (-0.15684, -1.77228, -5.15627)  0.0793
H (-1.99516, -0.39230, -4.17312)  0.1251
H (-1.27421, 0.92479, -5.11435)  0.1446
H (-0.36591, -0.60787, -6.77317)  0.1720
C (4.58154, 4.18202, 1.84576)  -0.0510
C (3.84325, 4.91818, 2.92261)  -0.3038
O (4.86738, 5.24507, 3.84435)  0.1382
C (6.00734, 5.36169, 3.10744)  -0.5468
O (7.00317, 5.88086, 3.49432)  0.1739
O (5.85950, 4.81682, 1.87142)  0.0781
F (2.94200, 4.11225, 3.53916)  0.0628
H (4.69832, 3.11852, 2.06937)  0.1526
H (4.10969, 4.28551, 0.86953)  0.1449
H (3.34751, 5.83162, 2.58571)  0.1779
C (-5.64331, -1.81584, -0.14294)  -0.0742
C (-5.14051, -3.14114, -0.59265)  -0.3283
O (-6.32879, -3.89916, -0.74164)  0.1380
C (-7.30465, -2.99679, -1.05291)  -0.5408
O (-8.36531, -3.28663, -1.50361)  0.1707
O (-6.90728, -1.71965, -0.79114)  0.0771
F (-4.37032, -3.72290, 0.36078)  0.0724
H (-5.79094, -1.76823, 0.93918)  0.1497
H (-4.98417, -1.00195, -0.44593)  0.1335
H (-4.59690, -3.11167, -1.54022)  0.1730